ORCA calculation (wB97M-V/def2-TZVPD) on a molecular structure, C24H16ClIN3O4W.

```
! RIJCOSX wB97M-V def2-TZVPD def2/J DEFGRID3
* xyz 3 1
C -3.901 1.004 1.204
C -3.704 -0.760 -0.566
O 2.837 0.273 -0.767
O -0.356 0.886 -2.025
C 0.200 0.394 1.998
H -1.595 0.973 3.628
C -5.123 -1.560 -2.339
C 6.710 0.728 2.078
H 7.622 0.504 -1.196
C -3.300 1.803 -0.974
C -0.944 -3.318 -1.508
Cl -4.634 -1.576 0.778
H -5.800 -1.087 -3.042
C 0.127 -2.473 -1.259
N -0.091 -1.253 -0.732
C 3.377 0.387 0.534
H 5.182 0.361 -1.471
C -2.254 -2.887 -1.312
C -1.096 0.582 1.582
H -4.283 2.142 -1.273
H 7.153 0.836 3.058
H -0.743 -4.305 -1.904
H 8.596 0.740 1.058
H -3.079 -3.544 -1.555
C -0.996 1.568 -0.892
C 6.976 0.539 -0.331
C -2.004 0.901 2.624
C 5.610 0.457 -0.484
C -3.354 1.160 2.447
C 4.785 0.505 0.657
H -3.968 1.450 3.288
I -1.844 4.028 -2.524
C 5.343 0.650 1.946
H -4.956 1.211 1.051
N 1.220 0.219 1.109
C -1.352 -0.888 -0.454
C -3.145 0.630 -0.024
H 0.488 0.478 3.042
H -4.384 -2.140 -2.892
C -2.459 -1.603 -0.802
C -2.162 2.392 -1.337
O -4.480 -0.473 -1.634
W 1.008 0.580 -0.775
C 7.522 0.673 0.945
H -5.683 -2.183 -1.644
O 0.167 2.197 -0.305
H 1.147 -2.755 -1.486
N 2.516 0.392 1.531
H 4.703 0.694 2.816
C -1.602 0.469 0.129
*
```

Values from the calculation:
maximum force	0.573	eV/A
frontier orbital gap (spin up / spin down)	4.56 / 4.56	eV
lowest unoccupied orbital energy (spin up / spin down)	-12.54 / -12.54	eV
relative energy (zero: lowest compared OMol25 entry of this formula, charge and spin)	3.535	eV

=====

ORCA calculation (wB97M-V/def2-TZVPD) on a molecular structure, C16H44IN4O4 in a non-equilibrium geometry.

```
! RIJCOSX wB97M-V def2-TZVPD def2/J DEFGRID3
* xyz -1 1
H -26.393 -31.290 -2.038
H -21.795 -27.349 -3.628
O -20.483 -27.126 -1.269
H -24.030 -32.325 -5.163
N -24.946 -31.315 -4.188
H -20.233 -34.361 -4.769
C -21.269 -23.602 -2.675
C -24.387 -29.373 -2.670
H -22.479 -28.470 -2.377
C -21.544 -29.019 -2.262
C -22.038 -33.126 -5.128
H -27.442 -30.968 -3.282
H -23.076 -28.350 -5.211
H -22.477 -30.303 -0.735
C -22.313 -25.311 -4.125
H -21.400 -29.115 -0.109
O -24.141 -34.034 -6.128
H -25.659 -31.766 -4.743
H -19.380 -28.566 -2.183
C -26.635 -30.484 -2.731
H -24.520 -27.082 -0.297
H -22.114 -24.621 -4.945
H -21.754 -35.286 -4.921
H -25.688 -29.338 -4.306
C -20.340 -28.074 -2.338
H -21.041 -23.519 -1.612
H -22.245 -23.130 -2.790
C -25.511 -33.803 -6.310
C -19.442 -26.163 -1.253
H -20.474 -23.174 -3.285
H -18.511 -26.654 -0.969
N -21.661 -31.973 -4.387
H -20.344 -27.562 -3.300
C -22.055 -26.787 -4.525
H -25.852 -34.296 -7.220
C -21.525 -29.813 -0.936
C -25.428 -30.069 -3.541
H -24.196 -31.058 -4.814
H -25.738 -32.743 -6.430
H -22.043 -30.737 -2.902
C -20.867 -26.887 -5.452
H -26.156 -34.215 -5.534
C -21.297 -34.376 -4.534
H -21.425 -34.479 -3.456
N -23.201 -27.347 -5.200
H -20.602 -27.925 -5.653
H -24.058 -30.048 -1.880
H -21.774 -33.023 -6.181
I -22.857 -29.711 -5.651
O -24.811 -28.100 -2.180
H -23.281 -28.211 -0.722
H -19.908 -26.450 -5.174
H -20.625 -30.401 -0.754
H -23.320 -26.707 -1.529
H -24.081 -27.288 -4.708
H -21.114 -26.487 -6.435
N -21.485 -30.005 -3.318
H -23.423 -29.056 -3.066
H -23.307 -25.178 -3.699
H -19.673 -25.409 -0.499
H -21.916 -31.135 -4.890
C -23.977 -27.489 -1.150
C -23.566 -33.305 -5.045
H -27.073 -29.624 -2.225
H -20.653 -31.945 -4.329
H -23.826 -33.741 -4.080
O -21.402 -24.986 -3.094
H -22.083 -29.694 -4.070
H -19.286 -25.547 -2.138
*
```

Values from the calculation:
maximum force	16.139	eV/A
frontier orbital gap	5.96	eV
lowest unoccupied orbital energy	2.73	eV
relative energy (zero: lowest compared OMol25 entry of this formula, charge and spin)	12.501	eV

=====

ORCA calculation (wB97M-V/def2-TZVPD) on a molecular structure, C38H75BeBr3Cl4F7IN7NaO8P2 in a non-equilibrium geometry.

```
! RIJCOSX wB97M-V def2-TZVPD def2/J DEFGRID3
* xyz 0 1
F 5.572 -3.243 -2.680
C 10.938 -0.893 1.861
H -2.310 -1.093 4.303
C -2.308 1.674 1.794
C 5.083 0.282 2.666
H 4.801 0.872 1.697
C 0.021 -2.908 -7.647
Cl -1.116 4.523 3.980
H 3.345 1.131 -3.215
H -0.539 3.135 -8.328
H 10.432 -1.689 2.414
O -1.283 1.972 4.813
C 0.475 -0.651 -0.156
Na 4.759 -1.536 -6.195
H -0.177 0.026 6.279
H -9.077 -0.934 0.231
N 1.687 -0.161 0.646
H -2.586 -1.602 -1.873
C -0.402 2.778 4.225
H -3.337 1.479 1.214
H 3.679 0.614 -0.132
C 4.226 -3.342 1.481
C 10.814 0.421 2.615
H 5.419 1.125 3.447
C -2.151 -3.409 1.332
H 3.311 -2.422 -0.291
N -8.153 0.811 -0.560
H -8.394 3.999 -0.865
H -7.390 4.851 0.242
O 4.767 -3.472 2.690
C 1.104 2.590 3.785
H 1.465 3.542 3.155
C 2.589 0.310 -0.529
P -6.492 1.405 -0.797
H 6.675 -0.646 1.149
N 2.374 0.246 5.187
H 6.599 -1.500 2.918
H 0.942 -2.517 -7.208
H -0.840 1.529 -9.041
H 2.779 -1.941 5.679
H -5.940 0.710 -4.252
Cl -1.361 -2.084 -6.914
H 0.226 0.125 -1.033
H 1.012 0.368 -9.372
H 0.706 -1.653 -0.768
H -5.266 0.019 -2.788
F 4.237 -4.669 0.742
H -6.870 -0.490 -3.331
H 1.735 2.750 4.794
H -2.092 0.671 2.349
C 2.869 -0.936 2.973
H -6.592 3.628 2.007
C 6.528 -0.483 2.298
H 0.742 2.982 -6.129
H -5.202 3.647 0.893
I -1.870 4.323 0.350
C -0.920 -1.067 0.513
C -7.567 2.328 -3.276
H -8.167 -1.183 -1.279
H -2.582 2.577 2.526
H -5.706 2.145 1.686
H 0.587 2.445 -0.358
H 2.781 -2.013 3.516
H -1.702 -4.514 1.303
H 0.440 -2.848 5.666
N -6.983 2.769 0.103
P 4.911 -3.688 -4.020
H -1.785 -0.399 0.027
C 0.293 2.192 0.784
H 2.347 2.808 -6.899
H -1.608 1.710 -0.361
H -9.478 2.333 -1.255
H -2.346 -2.156 5.854
F 3.897 -4.049 -2.891
H -1.003 -1.087 1.671
H -6.696 4.337 -1.301
F 5.407 -2.347 -4.640
H 1.701 1.492 -5.891
C 2.806 -0.388 -1.927
O 3.808 0.334 -2.805
F 6.284 -4.310 -4.419
H 2.384 1.865 1.055
C -7.368 4.037 -0.495
O 4.232 -0.620 3.266
H -3.318 -3.494 1.314
H -8.375 1.789 -3.794
H -0.707 -3.259 -0.420
H -1.844 -2.968 2.370
H 4.772 0.485 5.804
C 4.494 -0.475 6.458
H 0.116 -1.919 3.711
H -6.936 2.789 -4.040
F 3.710 -3.109 -4.827
C 1.435 2.281 -6.601
C 2.914 -0.840 6.042
C -1.528 -2.565 0.037
H 11.992 -1.157 1.741
H -0.500 -0.152 3.547
H 2.854 1.569 3.179
C 3.722 -1.958 0.731
Cl -2.248 -3.050 3.932
H 1.786 0.837 5.811
H 2.232 1.368 -0.968
C 1.707 -0.131 3.888
Br 1.490 -3.065 1.553
H 2.336 -0.785 7.088
H 7.431 0.177 2.706
O 0.043 -2.201 6.341
H 10.480 -0.800 0.872
Br 1.193 -1.735 -3.838
C -1.252 2.171 0.690
H -3.740 -2.108 -0.470
C -9.414 1.257 -1.113
F 4.593 -5.073 -4.662
O 2.704 0.398 -8.249
H -8.044 3.139 -2.739
H -3.033 -3.482 -1.549
C -6.200 0.369 -3.243
H -0.057 -3.979 -7.447
H 4.607 -1.271 0.447
O -5.047 1.921 -1.003
Be -4.218 4.715 -0.463
C 1.686 1.285 3.016
H -9.641 0.767 -2.065
C -1.992 -1.098 5.429
H 4.549 -0.105 7.579
H -10.229 1.015 -0.419
H -2.549 -0.292 6.070
H -1.187 1.812 -7.315
N -6.819 1.418 -2.443
Br 7.557 1.537 2.010
C 1.416 1.187 1.370
C 2.411 -1.216 1.425
O 2.436 -1.496 -2.545
C 1.563 0.763 -8.503
H -7.319 -0.949 0.256
N 10.712 1.511 3.241
C -2.751 -2.445 -1.048
C -0.513 2.058 -8.141
Cl 0.061 -2.649 -9.395
C 0.302 -0.842 4.104
C -0.339 -0.936 5.642
H 0.561 3.279 1.230
C -6.069 3.071 1.219
H 5.228 -1.372 6.293
N 0.835 1.679 -7.773
C -8.187 -0.634 -0.333
*
```

Values from the calculation:
maximum force	10.142	eV/A
frontier orbital gap	1.58	eV
lowest unoccupied orbital energy	-4.38	eV

=====

ORCA calculation (wB97M-V/def2-TZVPD) on a molecular structure, C17H18ClF6IN3O4PtS2Si in a non-equilibrium geometry.

```
! RIJCOSX wB97M-V def2-TZVPD def2/J DEFGRID3
* xyz -1 1
N -1.586 3.046 -2.375
N 2.915 2.346 -1.311
C 1.120 -1.093 1.813
C -1.485 -0.688 -0.270
C 1.001 -3.093 4.936
H 1.528 -1.129 0.811
H -1.801 -3.107 1.877
Si -2.862 -1.816 0.036
C -3.650 -2.315 -1.593
H -3.068 -4.064 1.092
F 4.979 3.302 1.829
C 4.493 3.516 0.598
O 2.005 3.104 0.998
C -3.152 2.065 -3.516
H 2.593 -3.283 1.415
C -0.548 0.070 -0.514
C 1.773 -4.187 4.557
H -1.756 0.379 -4.022
C -4.168 -0.988 1.100
H 0.571 -3.056 5.927
H 0.517 -0.232 2.063
C 2.184 2.813 -3.835
C -2.252 -3.359 0.916
H -4.542 -0.087 0.611
H -4.461 -3.032 -1.437
F 5.470 3.286 -0.283
Cl 2.017 -5.487 5.684
H -4.058 -1.445 -2.109
S 2.361 3.622 -2.154
N -1.023 1.938 -2.848
H -2.910 -2.775 -2.250
C -2.870 3.173 -2.747
H 2.958 -5.117 3.032
S 3.045 2.386 0.320
C 2.352 -4.261 3.295
F 1.885 1.527 -3.820
I -4.944 1.595 -4.404
H -3.479 4.006 -2.444
F 4.137 4.794 0.508
O 3.517 1.114 0.772
C 2.146 -3.237 2.399
H -1.490 -3.860 0.317
O 1.059 4.090 -1.757
H -5.013 -1.659 1.278
H -1.001 3.665 -1.830
H -3.754 -0.695 2.066
C 1.356 -2.113 2.738
C 0.800 -2.070 4.038
F 3.331 2.959 -4.504
C -1.957 1.325 -3.549
F 1.230 3.485 -4.490
O 3.371 4.615 -2.367
Pt 0.915 1.243 -0.918
H 0.203 -1.214 4.324
*
```

Values from the calculation:
maximum force	1.282	eV/A
frontier orbital gap	3.41	eV
lowest unoccupied orbital energy	-0.08	eV
relative energy (zero: lowest compared OMol25 entry of this formula, charge and spin)	5.406	eV

=====

ORCA calculation (wB97M-V/def2-TZVPD) on 2 unconnected molecules or ions with the total composition C4H15N2O in a non-equilibrium geometry.

```
! RIJCOSX wB97M-V def2-TZVPD def2/J DEFGRID3
* xyz 1 1
H -0.699 -2.662 -1.323
O -0.727 -2.521 -0.383
H -0.175 -0.569 1.261
H 1.424 1.283 -1.896
C -1.539 0.727 0.355
N 1.692 -0.880 -1.254
H -2.197 -0.068 0.192
C -1.880 1.550 1.629
H 0.474 2.025 0.183
H -1.195 2.431 1.867
H 2.748 1.015 -0.770
H 2.490 -1.011 -1.965
H -2.963 1.752 1.602
H -1.313 1.166 -0.593
H -1.772 0.873 2.488
N -0.172 0.082 0.485
H 2.233 -1.146 -0.382
H -1.011 -3.421 0.071
H 1.640 0.862 1.013
C 0.922 1.023 0.212
H 0.071 -0.620 -0.371
C 1.734 0.674 -1.018
*
```

Values from the calculation:
maximum force	3.894	eV/A
frontier orbital gap	11.85	eV
lowest unoccupied orbital energy	-2.86	eV
relative energy (zero: lowest compared OMol25 entry of this formula, charge and spin)	2.115	eV

=====

ORCA calculation (wB97M-V/def2-TZVPD) on a molecular structure, C5H13O2 in a non-equilibrium geometry.

```
! RIJCOSX wB97M-V def2-TZVPD def2/J DEFGRID3
* xyz -1 1
H 0.747 -2.259 -0.521
H 0.791 0.817 -0.811
H -1.386 2.383 0.273
H -2.241 0.269 1.073
H -0.546 -1.345 -1.304
H -0.909 -1.524 1.158
O 2.429 -0.500 -0.253
O 2.602 -0.015 2.076
C -0.421 -0.624 0.523
C -1.671 0.215 0.187
H 2.395 -0.259 0.937
H 2.043 -0.594 2.463
H 1.599 0.077 -2.148
H -2.361 -0.422 -0.479
H 0.115 -0.020 1.338
C 0.359 -1.213 -0.675
C 1.343 -0.119 -1.012
H -2.554 1.840 -1.059
C -1.563 1.586 -0.525
H -0.770 1.707 -1.240
*
```

Values from the calculation:
maximum force	4.563	eV/A
frontier orbital gap	7.44	eV
lowest unoccupied orbital energy	3.76	eV
relative energy (zero: lowest compared OMol25 entry of this formula, charge and spin)	1.917	eV

=====

ORCA calculation (wB97M-V/def2-TZVPD) on a molecular structure, C29H23BClF4N7O4Ta.

```
! RIJCOSX wB97M-V def2-TZVPD def2/J DEFGRID3
* xyz 3 1
F -2.297 0.341 3.235
C 6.307 -0.376 -0.302
C -0.974 -2.459 -2.510
C -0.009 -4.292 2.929
C -3.113 -2.148 -1.703
N -1.805 -1.912 -1.590
B -3.589 0.338 2.918
C -0.100 1.236 -2.006
H -3.564 4.089 0.125
H -1.176 7.460 2.373
O 7.208 -0.291 -1.286
H 1.034 -0.284 3.404
H 2.216 -2.158 0.847
C 4.125 -1.355 0.313
O 6.591 -0.159 0.837
C 4.881 -0.721 -0.668
N 0.173 0.230 1.614
N -2.709 3.638 0.427
C 0.163 -2.006 2.276
H -0.369 2.810 -3.419
C 2.783 -1.613 0.105
N 0.380 1.564 1.923
C 0.534 -0.622 2.502
H 6.893 -0.657 -2.122
C -2.791 -3.476 -3.670
H 4.609 -1.634 1.239
O 0.578 1.103 -0.958
F -2.628 -0.561 0.490
C -1.774 4.382 1.169
C 2.195 -1.217 -1.088
C 0.437 -2.192 -2.279
N -1.449 1.699 0.501
H -3.265 1.889 -0.491
C -0.944 -3.469 0.886
C 0.312 4.421 2.377
H -1.494 -3.642 -0.025
H 1.327 2.464 -2.982
C 0.435 -2.996 3.192
H 0.187 -5.094 3.629
H 1.191 -2.642 -2.921
C -3.640 -2.927 -2.730
H -3.758 -1.714 -0.954
H -0.715 -3.657 -4.258
C 0.116 5.761 2.631
Ta -0.887 -0.352 -0.178
C -1.421 -3.240 -3.551
H 1.189 3.905 2.744
C -0.708 -4.523 1.762
H -1.080 -5.507 1.514
C 2.937 -0.604 -2.086
O -1.217 0.582 -2.014
C -0.522 2.299 1.363
H 0.975 -2.758 4.099
H -4.708 -3.087 -2.774
H 4.860 0.144 -2.640
C -2.515 2.380 0.117
F -4.313 -0.727 3.124
N 0.777 -1.453 -1.293
H 2.468 -0.298 -3.013
H -2.871 6.231 1.068
C 4.289 -0.362 -1.872
H -3.176 -4.082 -4.480
N -0.519 -2.225 1.120
C -1.983 5.728 1.429
C 0.353 2.027 -3.187
Cl 0.464 0.921 -4.567
C -0.638 3.714 1.633
F -4.082 1.413 2.335
H 0.848 6.314 3.203
C -1.030 6.410 2.161
*
```

Values from the calculation:
maximum force	0.118	eV/A
frontier orbital gap	5.94	eV
lowest unoccupied orbital energy	-10.63	eV
relative energy (zero: lowest compared OMol25 entry of this formula, charge and spin)	0.208	eV